# 1
72
Properties=species:S:1:pos:R:3:forces:R:3:mulliken_charge:R:1 method="wB97M-V/def2-TZVPD" multiplicity=6 lumo_energy_ev="4.47 / 4.26" total_charge=-2 gap_ev="6.436 / 6.389"
Ru -0.2918 -0.4875 -0.5156 -0.58 -0.23 0.22 1.821
C -0.6303 1.3080 -3.5074 0.02 -0.07 -0.19 -1.123
N -1.0019 1.4689 -2.1116 0.05 0.04 0.08 1.183
C -0.2656 2.5813 -1.5342 0.08 0.09 0.27 -1.240
C -0.5017 2.8081 -0.0459 -0.17 -0.04 0.03 -1.247
N -0.5004 1.5782 0.7213 0.20 -0.51 -0.64 0.799
C -0.5622 1.6732 2.0436 -0.17 0.15 0.63 -0.554
C -0.6833 0.4820 2.8166 0.06 0.19 -0.30 0.099
F -0.7042 -0.6774 2.1236 -0.05 -0.03 0.15 -0.233
C -0.7967 0.4228 4.1808 0.01 -0.05 0.15 -0.129
F -0.9018 -0.7626 4.8005 -0.02 0.01 -0.05 -0.367
C -0.8112 1.5875 4.9353 0.00 0.07 -0.13 0.778
F -0.9677 1.5571 6.2771 0.07 -0.02 -0.03 -0.372
C -0.6865 2.7820 4.2540 -0.02 -0.16 0.19 0.054
F -0.6934 3.9324 4.9571 0.00 0.01 -0.05 -0.350
C -0.5589 2.8323 2.8793 -0.04 -0.06 -0.18 0.407
F -0.4494 4.0908 2.3671 0.01 -0.07 -0.03 -0.366
C -2.4487 1.5343 -1.9634 -0.31 -0.20 0.09 -0.628
C -3.0130 0.1180 -1.9267 -0.05 -0.08 -0.13 -1.691
N -2.5655 -0.5827 -0.7440 0.67 0.34 0.13 0.278
C -3.4434 -1.0223 0.1536 -0.42 -0.26 0.39 -0.145
C -4.7783 -0.5846 0.3872 0.30 -0.05 -0.14 0.276
F -5.2923 0.4905 -0.2723 0.05 -0.03 0.08 -0.366
C -5.6185 -1.1892 1.2999 -0.06 -0.17 0.10 0.028
F -6.8846 -0.7413 1.4320 0.03 0.03 0.02 -0.346
C -5.1940 -2.2410 2.0851 -0.02 0.06 -0.06 0.654
F -6.0444 -2.8438 2.9491 0.09 0.03 0.02 -0.354
C -3.8811 -2.6795 1.9398 -0.14 0.02 0.11 0.003
F -3.4542 -3.7024 2.6963 0.03 -0.03 -0.06 -0.328
C -3.0550 -2.0972 1.0139 0.01 0.35 -0.36 0.329
F -1.8162 -2.5778 0.8334 -0.16 -0.21 0.18 -0.320
H -0.9091 2.2000 -4.0968 -0.01 0.04 0.09 0.292
H -1.1070 0.4294 -3.9346 0.04 0.01 0.03 0.407
H 0.4436 1.1496 -3.5773 0.00 -0.02 0.02 -0.112
H -0.5000 3.5260 -2.0594 0.05 -0.04 -0.04 0.259
H 0.7921 2.3500 -1.6760 -0.04 0.05 -0.11 0.320
H -1.4603 3.3307 0.0995 0.10 0.11 -0.01 0.565
H 0.2904 3.4901 0.2839 -0.09 0.05 -0.07 0.503
H -2.9130 2.1055 -2.7855 0.10 0.09 0.02 0.320
H -2.6947 2.0170 -1.0178 -0.02 0.04 -0.02 0.310
H -2.6264 -0.4423 -2.7865 -0.01 0.07 -0.04 0.317
H -4.0999 0.1414 -2.0225 0.07 0.04 -0.01 0.532
F 3.4319 -1.3631 5.7478 -0.08 0.01 -0.01 -0.352
C 2.8915 -1.6120 4.5388 -0.04 -0.07 -0.14 0.747
C 2.7136 -0.5936 3.6186 0.09 0.05 0.16 -0.102
F 3.0470 0.6636 3.9604 -0.01 -0.02 -0.03 -0.405
C 2.2267 -0.8724 2.3586 -0.22 -0.40 -0.15 -0.404
F 2.0693 0.1474 1.5092 0.16 0.06 0.09 -0.364
C 1.8685 -2.1683 1.9447 0.28 0.03 0.70 0.801
S 1.3613 -2.5615 0.3514 -0.62 0.23 -0.36 -0.591
C 2.0077 -3.1614 2.9330 0.03 0.34 -0.36 0.191
F 1.6550 -4.4240 2.6534 0.08 -0.05 0.10 -0.371
C 2.5267 -2.8997 4.1834 0.06 0.06 0.22 0.219
F 2.6951 -3.8925 5.0802 -0.03 -0.02 -0.03 -0.345
O -0.1945 -1.6908 -4.2892 -0.65 0.63 0.76 -0.399
N -0.0891 -2.3475 -3.2563 1.39 -1.89 -0.78 0.068
O -0.6664 -2.0029 -2.1989 -0.63 1.15 -0.07 -0.386
C 3.2973 -1.1274 -4.2458 0.02 0.04 0.00 -1.588
C 3.5731 -0.0288 -3.2096 0.01 -0.05 -0.02 2.017
C 4.8794 -0.3242 -2.4619 -0.04 0.00 -0.01 -1.818
C 3.6747 1.3378 -3.9008 -0.01 -0.05 0.03 -1.681
C 2.4495 -0.0188 -2.2619 0.07 0.18 0.05 0.145
C 1.5066 -0.0463 -1.4942 0.43 0.23 -0.47 -0.964
H 4.0949 -1.1753 -4.9942 0.06 0.05 0.01 0.395
H 2.3465 -0.9432 -4.7441 -0.04 -0.05 -0.02 0.327
H 3.2211 -2.0929 -3.7468 -0.04 -0.04 -0.02 0.375
H 5.7178 -0.4040 -3.1603 0.01 0.02 -0.05 0.416
H 4.7900 -1.2603 -1.9118 0.01 -0.01 0.03 0.360
H 5.0930 0.4738 -1.7497 0.02 -0.01 0.05 0.352
H 4.5024 1.3518 -4.6157 0.03 -0.02 -0.03 0.458
H 3.8407 2.1199 -3.1587 0.00 0.04 0.00 0.340
H 2.7491 1.5612 -4.4322 -0.01 0.02 -0.03 0.302


# 2
69
Properties=species:S:1:pos:R:3:forces:R:3:mulliken_charge:R:1 method="wB97M-V/def2-TZVPD" multiplicity=6 lumo_energy_ev="3.53 / 2.54" total_charge=-2 gap_ev="5.810 / 4.823"
Fe -0.0090 0.4386 0.4415 1.02 -0.85 0.20 1.575
C -2.7039 -4.4936 1.2196 -0.06 0.09 0.05 -1.522
C -3.4066 -3.6020 0.2374 0.08 0.20 0.02 1.183
C -4.3964 -4.1383 -0.5766 -0.03 0.00 -0.08 -0.744
C -5.0273 -3.3853 -1.5540 -0.01 -0.04 -0.01 -0.771
C -4.6288 -2.0681 -1.7362 -0.02 -0.04 -0.03 -0.722
C -3.6483 -1.4912 -0.9449 -0.05 -0.08 0.16 0.816
C -3.2274 -0.0737 -1.1805 0.03 -0.01 0.15 -0.772
C -3.0440 -2.2343 0.1016 -0.62 -0.20 -0.23 -0.446
N -2.0654 -1.6463 0.8571 1.06 0.22 0.20 0.274
C -2.0167 -1.7483 2.1829 -0.71 0.01 -0.58 -0.093
O -2.9330 -2.0426 2.9695 0.23 -0.14 0.12 -0.831
C -0.6326 -1.5192 2.7603 -0.13 -0.13 0.15 0.605
C -0.3743 -1.7562 4.1039 0.05 -0.01 0.03 -0.662
C 0.9427 -1.7379 4.5403 -0.10 0.02 -0.17 -0.488
C 1.9616 -1.5125 3.6250 0.06 -0.10 0.04 -0.423
C 1.6147 -1.2398 2.3119 0.08 -0.16 0.15 0.140
N 0.3478 -1.2263 1.9140 -0.24 0.81 -0.16 -0.093
C 2.6458 -1.0232 1.2293 0.24 -0.04 -0.45 -0.098
O 3.8077 -1.4171 1.4206 -0.08 0.05 0.16 -0.802
N 2.1124 -0.4873 0.1391 -0.94 0.44 0.19 0.241
C 2.8577 -0.0748 -0.9584 0.44 0.00 -0.29 -0.095
C 3.9603 0.8015 -0.8542 -0.11 -0.10 0.07 1.653
C 4.4243 1.3079 0.4801 0.06 -0.09 -0.02 -1.625
C 4.5987 1.2233 -2.0155 0.01 0.02 -0.08 -0.855
C 4.1766 0.8108 -3.2690 0.02 -0.02 -0.04 -0.857
C 3.0849 -0.0388 -3.3696 0.01 0.05 -0.06 -0.965
C 2.4194 -0.4813 -2.2365 -0.05 -0.02 0.18 0.974
C 1.2280 -1.3921 -2.3472 0.15 0.05 0.08 -1.061
H -2.8797 -5.5437 0.9737 0.03 0.02 0.00 0.431
H -1.6280 -4.2992 1.2078 0.00 -0.01 0.02 0.218
H -3.0520 -4.2981 2.2355 0.05 0.01 0.06 0.270
H -4.6697 -5.1819 -0.4459 0.03 0.00 0.01 0.311
H -5.8004 -3.8233 -2.1758 0.01 0.01 0.00 0.346
H -5.0937 -1.4664 -2.5118 0.02 0.01 0.00 0.337
H -3.7885 0.3709 -2.0033 0.01 0.00 -0.05 0.409
H -3.3708 0.5351 -0.2866 0.03 0.00 -0.05 0.081
H -2.1645 -0.0300 -1.4268 -0.08 0.06 -0.04 -0.106
H -1.2099 -1.9525 4.7601 -0.02 -0.03 -0.04 0.489
H 1.1732 -1.9281 5.5821 0.01 0.03 0.01 0.404
H 3.0080 -1.5453 3.8941 0.00 0.01 -0.03 0.507
H 4.9096 0.5088 1.0438 -0.02 0.02 -0.01 0.342
H 5.1232 2.1360 0.3488 -0.04 0.05 0.01 0.421
H 3.5703 1.6480 1.0669 0.04 0.04 0.04 0.152
H 5.4414 1.9029 -1.9334 -0.01 0.00 0.04 0.342
H 4.6891 1.1521 -4.1616 -0.01 0.02 0.01 0.372
H 2.7367 -0.3594 -4.3464 -0.02 -0.01 0.02 0.331
H 0.9864 -1.5912 -3.3915 -0.03 0.01 0.00 0.390
H 1.4115 -2.3372 -1.8332 -0.04 0.00 0.01 0.277
H 0.3615 -0.9324 -1.8689 -0.09 -0.11 -0.10 -0.043
Br 0.0230 5.7629 -4.2364 0.04 0.01 0.02 -0.194
C 0.4644 4.6359 -2.7896 -0.27 -0.40 -0.16 0.440
C 1.3399 5.0935 -1.7747 0.21 -0.21 0.45 0.229
Br 2.0619 6.8320 -1.8648 0.00 0.03 -0.04 -0.196
C 1.6631 4.2668 -0.7204 0.36 0.79 -0.18 -0.082
Br 2.8450 4.8075 0.6436 -0.09 -0.11 -0.02 -0.147
C 1.1175 2.9634 -0.5984 0.01 -0.40 0.23 0.484
O 1.3804 2.1847 0.3398 -0.43 0.09 -0.01 -0.613
C 0.1864 2.5042 -1.6353 -0.04 -0.25 0.17 -0.163
O -0.3325 1.3669 -1.5131 0.01 -0.20 0.50 -0.116
C -0.0746 3.3672 -2.7216 -0.13 0.47 -0.58 -0.251
Br -1.2251 2.6926 -4.0561 0.02 -0.03 0.09 -0.165
F -0.1620 1.6724 2.5545 -0.04 0.02 -0.21 -0.479
P -1.6347 2.4239 2.4139 0.09 0.04 -0.06 1.427
F -3.0708 3.1065 2.2205 -0.01 -0.04 0.03 -0.436
F -2.1129 1.1016 1.5700 0.01 0.05 0.04 -0.371
F -1.1427 3.0428 0.9869 0.01 0.11 0.03 -0.375
F -1.0585 3.7079 3.1739 0.02 0.03 0.08 -0.404
F -2.0907 1.7505 3.7882 -0.04 -0.02 -0.01 -0.407


# 3
59
Properties=species:S:1:pos:R:3:forces:R:3:mulliken_charge:R:1 method="wB97M-V/def2-TZVPD" multiplicity=2 lumo_energy_ev="-0.34 / -0.33" total_charge=0 gap_ev="6.268 / 6.297"
Ti 0.5251 0.0076 -0.1935 -0.92 0.34 0.07 0.406
S -1.4722 -1.4936 0.3190 0.33 -0.08 0.45 -0.298
C -1.8295 -1.1095 1.9929 -0.05 0.08 -0.04 0.793
C -3.0614 -1.5221 2.5296 -0.02 -0.01 -0.08 -0.858
C -3.4019 -1.2888 3.8446 -0.01 0.02 0.09 -0.564
C -2.5248 -0.6355 4.7107 -0.03 -0.05 -0.13 -0.704
C -1.3025 -0.2257 4.2185 -0.03 0.01 0.01 -0.500
C -0.9736 -0.4388 2.8800 -0.05 -0.04 -0.06 0.253
S 0.6310 0.0908 2.3433 0.13 0.06 -0.21 -0.155
C 0.5234 1.9092 2.4644 0.00 0.13 0.04 -1.063
C 1.2357 2.6330 1.3543 -0.06 -0.04 -0.04 0.625
C 1.8729 3.8377 1.5937 -0.01 0.01 -0.03 -1.084
C 2.3828 4.5480 0.5190 0.02 0.05 0.05 -0.545
C 2.2482 4.0344 -0.7564 -0.12 0.03 0.01 -0.999
C 1.6255 2.8051 -0.9197 0.20 0.00 0.01 0.813
C 1.5892 2.1667 -2.2849 0.11 0.15 0.01 -1.252
S 0.2910 0.9335 -2.5571 0.16 -0.19 -0.02 -0.229
C -1.1460 1.9537 -2.6920 -0.07 0.07 0.09 0.197
C -1.4395 2.4345 -3.9710 0.00 0.01 -0.01 -0.560
C -2.5130 3.2742 -4.1770 -0.01 -0.02 0.14 -0.692
C -3.2990 3.6195 -3.0745 0.00 0.03 -0.14 -0.516
C -3.0187 3.1325 -1.8187 -0.02 -0.01 0.12 -0.805
C -1.9289 2.2703 -1.5691 -0.03 0.07 -0.10 0.681
S -1.6968 1.6419 0.0308 0.26 -0.22 -0.28 -0.201
N 1.1455 2.1261 0.1196 0.15 -0.02 0.01 0.885
H -3.7578 -2.0303 1.8749 0.02 0.01 -0.01 0.460
H -4.3671 -1.6223 4.2054 0.01 0.01 0.01 0.359
H -2.7908 -0.4634 5.7444 0.01 0.01 0.00 0.391
H -0.5878 0.2638 4.8698 0.00 0.00 -0.01 0.407
H 0.9050 2.2333 3.4305 0.02 -0.04 0.01 0.583
H -0.5373 2.1596 2.3968 -0.02 -0.02 0.00 0.448
H 1.9542 4.2132 2.6043 0.00 0.01 0.00 0.478
H 2.8780 5.4970 0.6780 0.00 -0.01 0.00 0.407
H 2.6291 4.5661 -1.6177 -0.01 0.00 0.00 0.497
H 2.5359 1.6474 -2.4448 -0.02 -0.06 -0.01 0.357
H 1.4801 2.9320 -3.0524 0.02 -0.01 -0.02 0.765
H -0.8112 2.1362 -4.8023 0.01 -0.02 0.02 0.461
H -2.7411 3.6461 -5.1663 -0.01 0.00 0.01 0.381
H -4.1506 4.2761 -3.2078 0.01 -0.01 0.01 0.365
H -3.6535 3.4057 -0.9851 0.03 -0.02 0.01 0.441
O 4.0496 -0.5221 1.1352 0.10 0.09 -0.01 -0.698
C 3.1114 -0.7308 0.4041 -0.20 -0.25 -0.37 0.122
O 2.5514 0.0828 -0.4493 -0.12 0.19 0.54 -0.469
C 2.4445 -2.0942 0.3286 0.29 -0.31 -0.01 0.737
C 3.0160 -3.2344 0.9271 -0.05 0.12 -0.03 -0.967
C 2.4753 -4.4473 0.6273 -0.04 -0.05 0.01 -0.614
C 1.3993 -4.5336 -0.2891 0.10 -0.21 0.07 1.010
C 0.8571 -5.7765 -0.7080 0.06 0.08 0.06 -0.858
C -0.1530 -5.8116 -1.6198 -0.09 0.15 -0.08 -0.591
C -0.6696 -4.6034 -2.1543 -0.01 -0.20 0.00 -0.726
C -0.1819 -3.3975 -1.7546 0.11 0.05 0.07 -0.205
C 0.8694 -3.3408 -0.8084 -0.17 0.15 -0.02 0.227
N 1.3822 -2.1294 -0.4402 0.02 -0.07 -0.19 0.099
H 3.8653 -3.1077 1.5825 0.00 0.02 -0.01 0.544
H 2.8747 -5.3577 1.0590 0.00 0.00 -0.02 0.426
H 1.2691 -6.6882 -0.2928 -0.01 -0.01 -0.01 0.382
H -0.5654 -6.7577 -1.9442 0.00 0.00 0.00 0.389
H -1.4679 -4.6433 -2.8839 0.00 -0.01 0.01 0.427
H -0.5756 -2.4720 -2.1535 0.00 0.01 0.00 0.344